1.
This record from the OMol25 dataset describes C65H58Br2CaN3O7S3 as an isolated structure in a non-equilibrium geometry. The level of theory is wB97M-V/def2-TZVPD.

LUMO level: 2.09 eV
relative energy (zero: lowest compared OMol25 entry of this formula, charge and spin): 90.9 kJ/mol
orbital gap: 6.168 eV
HOMO level: -4.1 eV
E: -10223.06287 Ha

Structure (ORCA input):
```
! wB97M-V def2-TZVPD RIJCOSX def2/J DEFGRID3
* xyz -1 1
Ca 0.235 -0.331 1.985
C 3.463 2.706 2.708
O 2.949 3.018 3.996
C 1.587 3.238 4.091
C 1.185 4.356 4.783
C -0.171 4.616 5.001
C -1.106 3.732 4.518
C -0.735 2.563 3.838
C -1.752 1.584 3.547
N -1.521 0.406 3.087
N -2.589 -0.450 3.100
C -2.255 -1.715 2.940
O -1.087 -2.178 2.740
C -3.417 -2.653 3.079
C -4.692 -2.183 3.391
C -5.764 -3.056 3.479
C -5.579 -4.414 3.255
C -4.310 -4.894 2.965
C -3.239 -4.019 2.885
C 0.646 2.273 3.599
O 1.040 1.183 3.057
H 3.853 3.618 2.238
H 2.710 2.263 2.064
H 4.282 1.997 2.848
H 1.941 5.022 5.180
H -0.474 5.498 5.549
H -2.161 3.915 4.692
H -2.779 1.827 3.842
H -4.817 -1.123 3.554
H -6.752 -2.679 3.715
H -6.423 -5.092 3.294
H -4.164 -5.952 2.787
H -2.248 -4.382 2.643
C -6.459 5.120 -3.957
C -5.520 4.217 -3.204
C -4.191 4.570 -2.999
C -3.328 3.717 -2.327
C -3.789 2.497 -1.871
C -5.121 2.144 -2.034
C -5.980 3.003 -2.698
S -2.683 1.292 -1.052
O -1.558 2.083 -0.523
C -2.166 0.635 -2.691
C -3.069 -0.304 -3.228
C -2.730 -1.120 -4.262
C -1.456 -1.011 -4.857
C -1.014 -1.909 -5.854
C 0.198 -1.738 -6.462
C 1.008 -0.641 -6.118
C 0.614 0.235 -5.146
C -0.614 0.058 -4.463
C -0.980 0.887 -3.355
C -0.108 2.054 -3.068
C -0.316 3.192 -3.904
C -1.353 3.225 -4.869
C -1.558 4.333 -5.640
C -0.726 5.459 -5.502
C 0.279 5.459 -4.578
C 0.500 4.339 -3.743
C 1.485 4.342 -2.740
C 1.648 3.266 -1.922
C 0.870 2.105 -2.084
S 1.120 0.742 -0.877
O 1.677 1.370 0.332
C 2.624 0.218 -1.790
C 2.578 -0.811 -2.715
C 3.754 -1.341 -3.225
C 4.988 -0.866 -2.802
C 6.271 -1.527 -3.225
C 5.021 0.204 -1.908
C 3.850 0.745 -1.411
H -5.963 6.045 -4.247
H -7.327 5.366 -3.344
H -6.820 4.623 -4.859
H -3.823 5.517 -3.375
H -2.295 3.987 -2.147
H -5.481 1.203 -1.635
H -7.021 2.734 -2.829
H -4.054 -0.356 -2.793
H -3.427 -1.865 -4.624
H -1.653 -2.743 -6.117
H 0.536 -2.441 -7.212
H 1.956 -0.498 -6.623
H 1.252 1.063 -4.869
H -1.993 2.358 -4.974
H -2.366 4.349 -6.360
H -0.897 6.327 -6.125
H 0.916 6.328 -4.463
H 2.106 5.221 -2.619
H 2.372 3.278 -1.119
H 1.622 -1.221 -3.015
H 3.710 -2.161 -3.933
H 6.088 -2.329 -3.938
H 6.765 -1.955 -2.350
H 6.958 -0.806 -3.670
H 5.981 0.587 -1.579
H 3.859 1.545 -0.681
C 3.845 -1.110 1.310
C 2.954 -1.947 0.444
C 3.475 -3.026 -0.303
C 2.634 -3.807 -1.045
C 1.247 -3.551 -1.030
C 0.262 -4.342 -1.651
Br 0.766 -5.766 -2.816
C -1.068 -4.124 -1.416
C -1.478 -3.026 -0.661
Br -3.328 -2.922 -0.236
C -0.586 -2.045 -0.196
O -0.917 -0.915 0.282
C 0.814 -2.421 -0.288
N 1.674 -1.656 0.408
H 4.797 -0.915 0.816
H 4.034 -1.640 2.245
H 3.333 -0.181 1.553
H 4.538 -3.228 -0.278
H 3.009 -4.642 -1.622
H -1.816 -4.794 -1.816
C 0.399 -5.384 4.477
C 1.338 -4.726 5.487
C 2.124 -3.591 4.841
S 0.935 -2.251 4.340
O 1.631 -1.616 3.191
C 1.244 -1.143 5.790
C 2.368 -0.143 5.571
C 3.783 -0.706 5.666
H -0.216 -6.150 4.950
H 0.977 -5.851 3.678
H -0.254 -4.635 4.029
H 2.027 -5.474 5.892
H 0.755 -4.327 6.323
H 2.583 -3.916 3.906
H 2.888 -3.189 5.500
H 1.388 -1.779 6.666
H 0.301 -0.601 5.890
H 2.253 0.670 6.292
H 2.229 0.282 4.578
H 3.928 -1.303 6.572
H 4.494 0.120 5.692
H 4.015 -1.320 4.796
*
```

***

2.
This record from the OMol25 dataset describes a 2-piece molecular cluster, C19H27F3N2O3P overall. The level of theory is wB97M-V/def2-TZVPD.

LUMO level: -5.77 eV
orbital gap: 2.518 eV
HOMO level: -8.3 eV
E: -1715.94631 Ha

Structure (ORCA input):
```
! wB97M-V def2-TZVPD RIJCOSX def2/J DEFGRID3
* xyz 1 1
O 5.465 -4.506 -2.142
C 4.908 -3.456 -2.358
C 3.665 -3.001 -1.646
P 3.113 -1.218 -2.063
C 2.535 -1.619 -3.842
C 1.087 -1.208 -4.180
C 0.014 -2.309 -4.104
C -0.268 -2.686 -2.679
O -0.972 -2.029 -1.951
O 0.356 -3.813 -2.243
C 2.696 0.700 -2.302
F 2.716 1.255 -3.527
F 3.544 1.488 -1.563
F 1.448 0.978 -1.771
H 5.344 -2.765 -3.107
H 2.884 -3.747 -1.813
H 3.927 -3.012 -0.581
H 4.474 -0.890 -2.486
H 3.431 -0.794 -0.675
H 1.725 -1.471 -1.606
H 2.616 -2.707 -3.945
H 3.206 -1.202 -4.597
H 1.079 -0.839 -5.209
H 0.725 -0.386 -3.558
H 0.255 -3.160 -4.741
H -0.926 -1.895 -4.479
H 0.778 -3.585 -1.401
C 2.741 2.364 1.933
N 1.281 2.238 2.177
C 0.526 1.735 1.194
C -0.826 1.544 1.355
C -1.417 1.877 2.565
C -0.620 2.422 3.571
C 0.729 2.594 3.348
C -2.865 1.623 2.770
C -3.306 0.813 3.812
C -4.656 0.606 3.987
N -5.551 1.178 3.169
C -5.149 1.953 2.146
C -3.815 2.189 1.922
C -7.003 0.977 3.385
H 2.894 2.975 1.047
H 3.150 1.368 1.770
H 3.204 2.827 2.797
H 1.036 1.466 0.269
H -1.387 1.109 0.537
H -1.034 2.717 4.525
H 1.390 3.005 4.097
H -2.610 0.329 4.483
H -5.045 -0.017 4.780
H -5.926 2.375 1.524
H -3.526 2.822 1.095
H -7.437 0.557 2.482
H -7.457 1.938 3.614
H -7.146 0.294 4.215
*
```

***

3.
This record from the OMol25 dataset describes C16H20DyNO2 as an isolated structure in a non-equilibrium geometry. The level of theory is wB97M-V/def2-TZVPD.

LUMO level (spin up / spin down): 5.10 / 5.03 eV
orbital gap (spin up / spin down): 2.296 / 3.744 eV
⟨S²⟩: 9.763
HOMO level (spin up / spin down): 2.8 / 1.3 eV
E: -1711.89066 Ha

Structure (ORCA input):
```
! wB97M-V def2-TZVPD RIJCOSX def2/J DEFGRID3
* xyz -2 6
Dy -0.008 -0.130 1.206
C 2.342 0.310 2.420
C 2.717 -0.546 1.344
C 2.432 0.130 0.123
H 3.190 -1.529 1.438
C 1.884 1.419 0.443
C 1.854 1.532 1.873
H 1.586 2.435 2.424
H 2.483 0.065 3.470
H 2.713 -0.219 -0.870
H 1.639 2.209 -0.273
C -2.552 0.308 1.957
C -1.760 1.440 2.327
C -1.329 2.093 1.135
H -1.564 1.809 3.336
C -1.812 1.340 0.021
C -2.562 0.225 0.529
H -3.106 -0.507 -0.069
H -3.104 -0.360 2.624
H -0.806 3.048 1.083
H -1.743 1.648 -1.017
O -0.133 -0.977 -0.899
C -0.223 -0.643 -2.359
C 0.446 -1.954 -2.793
C 0.547 0.613 -2.706
C -1.668 -0.600 -2.811
C 0.418 -2.333 -1.320
H 1.452 -1.808 -3.205
H -0.185 -2.574 -3.436
H -0.322 -3.101 -1.059
H 1.408 -2.494 -0.866
H 0.485 0.773 -3.792
H 1.604 0.523 -2.432
H 0.120 1.494 -2.208
H -1.700 -0.798 -3.891
H -2.104 0.389 -2.635
H -2.261 -1.367 -2.298
O -0.151 -0.225 5.527
C -0.126 -0.619 4.404
N -0.101 -1.021 3.257
*
```

***

4.
This record from the OMol25 dataset describes one molecule with the formula C3H5ClN2S in a non-equilibrium geometry. The level of theory is wB97M-V/def2-TZVPD.

LUMO level: -0.29 eV
relative energy (zero: lowest compared OMol25 entry of this formula, charge and spin): 347.6 kJ/mol
orbital gap: 8.914 eV
HOMO level: -9.2 eV
SMILES: [H]/N=C(/C=C/Cl)NS
E: -1085.04669 Ha

Structure (ORCA input):
```
! wB97M-V def2-TZVPD RIJCOSX def2/J DEFGRID3
* xyz 0 1
C 0.958 0.826 -0.619
C 0.778 -0.681 -0.425
C -0.106 -1.196 0.563
H -2.113 1.635 0.798
H 1.077 2.217 1.112
H 1.577 2.428 -1.463
H 1.430 -1.305 -1.239
H -0.607 -0.433 1.351
N 0.478 1.449 0.684
N 1.832 1.286 -1.558
S -1.194 1.991 -0.197
Cl -0.483 -2.896 0.683
*
```